C3H7INO as an isolated structure at a distorted geometry, computed with ωB97M-V/def2-TZVPD.

Last column: Mulliken charge in e.
CARTESIAN COORDINATES (ANGSTROEM)
I 0.104 -3.022 -0.151  -0.88
O 1.088 -1.287 1.444  -0.66
N -0.038 -0.695 -0.451  -0.21
C 0.440 0.966 1.311  -1.17
C -0.644 0.266 -1.364  -1.00
C 0.505 -0.445 0.789  1.10
H -0.516 0.110 -2.435  0.31
H 0.777 1.731 0.611  0.30
H 0.949 1.069 2.269  0.30
H 0.005 -1.624 -0.845  0.04
H -0.587 1.303 1.453  0.31
H -1.733 0.317 -1.371  0.30
H -0.348 1.310 -1.259  0.27

As for the energy above the lowest of the compared OMol25 structures with the same formula, charge and spin: 577.3 kJ/mol. The calculation puts the HOMO-LUMO gap at 5.340 eV. Its net charge is -1. The calculation puts the lowest unoccupied orbital energy at 0.1313 Eh. Its HOMO energy is -1.767 eV. For the total energy, the calculation gives -546.10633 Ha. Its spin multiplicity is 1.

=====

C24H54F3MgN2O9S5 as an isolated structure at a distorted geometry, computed with ωB97M-V/def2-TZVPD.

Last column: Mulliken charge in e.
CARTESIAN COORDINATES (ANGSTROEM)
S 0.409 -3.581 10.535  0.48
S -5.146 7.529 6.003  0.48
S 3.449 -7.142 -5.063  0.47
S 4.808 5.366 3.966  0.49
S 3.829 -8.631 2.661  0.50
Mg 2.797 0.972 7.600  1.05
F -0.762 1.889 1.874  -0.25
F -1.924 0.072 1.740  -0.27
F -0.866 0.681 0.048  -0.24
O 4.236 4.263 4.820  -0.63
O -4.593 8.461 7.071  -0.61
O 2.116 0.321 -7.901  -0.53
O 1.452 -0.010 1.109  -0.31
O 0.733 -0.022 3.295  -0.44
O 3.744 -10.091 3.019  -0.60
O -5.760 -1.704 -7.108  -0.53
O 2.978 -8.531 -4.535  -0.61
O 0.750 -2.172 9.973  -0.65
N -6.540 6.280 -1.962  -0.36
N 2.592 7.435 -2.480  -0.36
C 2.697 -0.421 -0.977  -1.32
C -0.348 -4.464 9.089  -0.88
C 0.333 -0.335 1.956  -0.10
C -6.942 5.200 -2.152  0.28
C -6.930 7.992 5.781  -0.89
C 5.290 -7.017 -4.581  -0.90
C 2.737 2.638 -7.759  -0.96
C -5.521 -4.042 -7.176  -1.04
C -1.130 -3.394 11.490  -0.88
C 1.448 7.280 -2.412  0.27
C 3.515 -7.309 -6.877  -0.84
C -5.095 -2.655 -6.777  0.78
C 2.183 -8.120 2.112  -0.89
C -4.430 8.220 4.414  -0.88
C -7.437 3.822 -2.411  -0.67
C -3.807 -2.656 -5.884  -1.07
C 0.005 7.095 -2.324  -0.65
C 0.602 1.783 -9.015  -1.05
C 1.838 1.453 -8.177  0.74
C 3.428 6.565 3.517  -0.86
C 3.984 -7.526 4.115  -0.95
C 5.092 4.657 2.331  -0.89
C -0.776 0.600 1.408  0.89
C 1.635 -0.931 -0.009  -0.07
H -0.004 2.499 -8.460  0.31
H -7.369 7.465 4.934  0.35
H -5.845 -4.629 -6.316  0.30
H -1.402 -4.234 12.129  0.35
H -0.501 -5.529 9.259  0.35
H 2.363 0.575 -1.267  0.32
H 0.084 -1.380 1.769  0.40
H -8.410 3.635 -1.957  0.26
H -3.380 8.015 4.205  0.31
H 4.457 -7.733 -7.227  0.29
H -0.946 -2.546 12.149  0.32
H -4.695 9.277 4.401  0.29
H 0.698 -1.141 -0.525  0.36
H -0.122 0.968 -9.045  0.31
H 2.949 6.824 4.461  0.32
H -4.924 7.756 3.561  0.33
H 5.321 -6.765 -3.521  0.29
H 5.521 5.376 1.633  0.37
H -4.729 -4.669 -7.586  0.32
H -7.487 7.543 6.603  0.31
H 3.658 7.485 2.980  0.36
H 4.159 4.316 1.883  0.27
H 2.375 -7.184 1.587  0.31
H -0.130 6.664 -1.332  0.23
H 5.933 -6.394 -5.202  0.34
H 2.053 -1.907 0.239  0.31
H 3.608 -0.258 -0.401  0.30
H 2.868 -1.052 -1.849  0.37
H 5.762 -7.998 -4.647  0.32
H 2.722 5.916 2.999  0.26
H -1.266 -3.963 8.781  0.30
H -3.843 -3.185 -4.932  0.32
H -0.363 6.502 -3.161  0.26
H -3.665 -1.604 -5.633  0.29
H -7.101 9.066 5.712  0.31
H -6.690 3.112 -2.056  0.24
H -6.439 -3.983 -7.759  0.31
H 4.967 -7.758 4.524  0.31
H -7.527 3.772 -3.496  0.25
H 3.986 -6.459 3.893  0.35
H -2.965 -3.049 -6.453  0.32
H 3.325 -6.348 -7.354  0.32
H 2.174 3.202 -7.015  0.28
H -0.415 8.099 -2.382  0.25
H -1.986 -3.109 10.877  0.29
H 1.742 -8.756 1.345  0.33
H 0.761 2.179 -10.018  0.30
H 3.708 2.316 -7.384  0.28
H 0.422 -4.265 8.343  0.31
H 3.277 -7.643 4.936  0.33
H 2.657 -7.947 -7.090  0.31
H 1.459 -7.902 2.897  0.30
H 2.806 3.247 -8.661  0.32
H 5.716 3.765 2.282  0.33

As for the energy above the lowest of the compared OMol25 structures with the same formula, charge and spin: 1200.1 kJ/mol. The calculation puts the HOMO-LUMO gap at 1.375 eV. Its net charge is +1. The calculation puts the lowest unoccupied orbital energy at -0.3188 Eh. Its HOMO energy is -10.050 eV. For the total energy, the calculation gives -4223.37714 Ha. Its spin multiplicity is 1.

=====

The molecule C15H23N3O3 at a distorted geometry, computed with ωB97M-V/def2-TZVPD.

Last column: Mulliken charge in e.
CARTESIAN COORDINATES (ANGSTROEM)
O 1.316 1.565 1.917  -0.67
O -0.907 2.974 -0.763  -0.67
O 1.796 -0.547 2.145  -0.58
N -1.435 0.711 1.430  -0.48
N 5.291 -1.477 1.002  -0.56
N 0.772 1.464 -0.731  -0.31
C -5.980 -0.570 1.051  -0.31
C -6.229 -1.575 0.179  -0.46
C -1.458 0.805 -0.056  0.92
C -4.056 0.254 -0.288  0.55
C 3.543 0.448 -0.797  -0.23
C 5.489 -1.329 -0.459  -0.51
C -4.274 -0.838 -1.207  -0.71
C -2.821 1.092 -0.575  -2.34
C -5.420 -1.589 -0.966  -0.41
C 4.982 -0.090 -1.182  -0.96
C 1.381 0.466 1.329  0.60
C -0.513 1.812 -0.547  0.28
C 2.365 -0.512 -0.988  -0.95
C 1.125 0.229 -0.192  0.05
C -4.920 0.339 0.816  -0.07
H 0.544 -0.603 -0.250  0.40
H 6.040 -0.796 1.414  0.27
H 5.682 0.707 -1.117  0.46
H 3.390 1.321 -1.449  0.30
H 2.556 -1.331 -0.184  0.19
H 4.353 -1.418 1.374  0.26
H -1.267 1.533 1.883  0.23
H 1.468 2.278 -0.052  0.50
H -6.703 -0.496 1.997  0.22
H 3.852 0.710 0.348  0.07
H -2.286 0.195 1.780  0.24
H -2.874 1.321 -1.602  0.72
H -7.213 -2.206 0.354  0.24
H 4.879 -0.441 -2.197  0.37
H 2.000 -0.760 -1.937  0.57
H 5.058 -2.249 -1.125  0.23
H 2.153 -0.032 3.089  0.43
H -3.544 -0.894 -1.989  0.42
H -4.962 1.246 1.443  0.33
H 6.762 -1.266 -0.502  0.25
H -5.678 -2.319 -1.712  0.34
H -1.309 -0.201 -0.457  0.19
H -2.948 2.071 -0.229  0.61

As for the energy above the lowest of the compared OMol25 structures with the same formula, charge and spin: 684.6 kJ/mol. The calculation puts the HOMO-LUMO gap at 9.615 eV. Its net charge is 0. The calculation puts the lowest unoccupied orbital energy at 0.0152 Eh. Its HOMO energy is -9.200 eV. The structure (SMILES) is NCCCC[C@H](NC(=O)[C@@H](N)Cc1ccccc1)C(=O)O. For the total energy, the calculation gives -975.17871 Ha. Its spin multiplicity is 1.